A cluster of 15 separate species, C56H154N12O16 in total at a distorted geometry. Source: OMol25; level of theory: ωB97M-V with the def2-TZVPD basis set.

Computed properties:
Largest force on an atom = 4.18 eV/Å
Frontier orbital gap (spin up / spin down) = 7.49 / 2.06 eV
Multiplicity = 2
Charge = +1
<S²> = 0.75
DFT total energy = -111191.7662 eV
Lowest unoccupied orbital energy (spin up / spin down) = -0.0745 / -0.2741 Ha

Element x y z (Å)
H  -6.00  2.04  -4.67
H  8.01  -1.63  -5.47
C  3.70  2.18  -3.12
H  -3.91  -5.45  0.18
H  6.58  0.21  -3.33
H  0.31  4.29  -1.54
C  -1.30  1.48  -3.70
H  4.72  0.09  -1.57
H  -2.13  1.52  7.47
C  0.28  -1.10  5.90
C  -2.14  4.90  -5.17
O  -1.98  2.71  -3.78
C  5.60  4.37  3.48
C  -1.61  3.42  -4.97
C  0.08  5.61  0.51
H  -0.28  1.62  -3.35
H  -5.48  2.45  2.54
H  -1.87  5.45  -4.27
C  -7.47  -1.92  -1.30
H  -3.76  -2.30  -7.19
H  -9.17  -3.45  0.17
C  0.63  7.33  2.29
H  -3.16  1.51  2.24
H  9.57  -1.17  -4.85
H  5.24  -7.49  2.29
H  2.39  -3.68  -1.73
H  -0.10  -2.03  3.53
N  -4.80  -2.54  -5.29
C  -4.77  2.40  0.08
H  2.06  -4.07  -4.35
C  2.54  -0.83  4.84
C  2.72  1.11  -3.56
H  0.57  1.51  2.19
H  1.45  -2.72  5.16
H  6.06  -1.41  -3.73
H  -8.25  -1.17  -1.18
H  1.58  3.45  6.26
H  0.34  5.74  5.77
C  -4.27  -0.38  -6.23
H  -6.65  -0.55  -4.22
H  -4.33  1.58  -4.45
H  0.70  2.00  6.36
C  4.90  -4.88  1.60
H  3.21  -1.09  4.02
H  -0.03  -1.68  0.72
C  1.45  -3.49  -3.66
H  2.40  -5.08  0.21
H  4.82  -0.97  -0.48
O  -3.21  -4.97  -1.78
H  2.33  0.24  4.78
H  -0.58  5.52  -6.30
C  -2.34  2.21  8.29
H  5.23  -0.58  3.24
H  4.11  2.21  2.79
H  1.46  4.96  2.60
H  -3.79  -3.41  -3.68
H  1.42  -4.41  1.49
H  6.41  -2.82  -0.24
H  3.18  -0.93  5.72
C  -0.67  -3.07  -6.87
H  -1.01  3.12  -1.29
H  -3.28  -1.86  -4.21
H  2.09  1.68  -4.25
H  -2.42  4.04  3.25
C  -0.72  4.17  -1.21
C  0.10  0.52  0.71
C  -8.41  -3.88  -0.48
N  4.98  -0.88  -1.48
C  -3.56  -2.84  -4.59
C  2.39  -4.33  0.99
C  -5.60  -0.44  -1.98
H  -1.94  3.33  1.90
C  -1.40  -1.89  -1.73
H  -1.99  -6.65  -2.14
H  5.59  -5.01  2.43
H  -6.92  -1.99  -0.35
C  -2.40  -3.50  -5.41
C  -5.17  1.52  -5.15
H  3.80  2.28  4.65
C  -5.57  -7.15  -2.36
H  -5.08  -4.86  -0.95
H  -7.58  -1.75  -4.16
H  -0.17  4.66  8.13
H  1.02  -2.73  -4.32
H  2.55  2.60  3.49
H  -1.40  0.94  -4.64
C  8.50  -0.94  -4.78
H  4.53  2.33  -3.81
H  -5.15  -0.62  -1.00
H  -1.80  4.93  -7.13
C  -3.50  1.80  4.36
C  4.62  -7.25  1.42
H  4.13  -1.88  1.99
H  3.17  0.25  -4.05
C  6.33  -1.19  -1.73
H  0.66  -0.68  3.15
C  -1.94  -5.64  -1.72
C  -0.47  -0.79  0.27
O  8.12  -1.23  -3.44
H  -0.18  4.98  4.43
C  3.63  2.67  3.65
C  -3.35  2.31  2.95
H  8.17  0.06  -5.08
C  3.44  -4.49  2.06
H  0.00  -3.68  -6.26
O  -5.43  0.16  -5.54
H  -0.53  3.48  -4.98
H  7.94  5.55  4.20
H  3.54  4.80  4.29
N  -2.15  3.14  2.87
H  -4.82  -7.71  0.65
O  -4.52  3.44  1.01
H  -2.56  1.65  9.20
N  -0.18  0.85  2.08
H  0.22  3.99  2.34
N  -5.46  -7.43  -0.08
H  -4.14  4.64  -4.35
H  -1.40  4.70  -1.87
H  0.62  -4.14  -3.38
H  -2.55  1.57  4.84
H  6.13  3.88  4.29
H  -0.87  -1.24  8.22
H  -1.86  4.66  7.60
H  4.77  -8.03  0.68
H  -8.93  -4.79  -0.77
H  -1.02  -3.60  -7.76
H  0.76  2.80  4.83
H  -4.77  -0.34  -2.68
O  4.47  -1.15  1.46
H  -5.22  -1.79  -4.76
H  0.59  7.54  3.36
H  -5.97  0.58  -1.91
N  -1.59  5.52  -6.34
H  0.21  8.17  1.74
H  -5.77  1.98  0.21
H  -1.91  2.81  -5.83
H  5.99  3.82  2.63
H  -1.28  -1.97  -2.82
C  -4.64  -6.96  -1.15
H  -1.43  3.41  5.65
H  -7.49  -4.12  0.06
H  4.51  2.72  -1.39
H  -4.58  2.85  -0.89
C  7.41  5.90  3.32
H  -0.01  -2.30  -7.25
C  -0.56  3.85  6.13
N  0.82  -1.61  3.51
H  -4.13  0.09  -7.20
H  3.09  -5.24  2.78
H  -0.32  1.34  0.13
C  -6.59  -1.49  -2.45
H  3.91  -3.58  3.72
O  3.61  -2.59  -2.97
H  2.55  -2.97  3.12
C  5.48  -0.53  2.18
H  3.57  -7.17  1.68
C  4.05  4.21  3.52
C  6.79  -0.85  -3.15
C  1.28  -1.69  4.85
H  -1.12  6.08  2.08
H  1.06  5.33  0.11
H  -3.27  2.72  8.04
H  -4.25  1.02  4.44
H  2.12  0.64  -2.78
C  6.83  -1.27  2.05
H  6.61  -2.34  2.07
O  0.82  -1.32  7.14
O  4.21  1.90  -1.79
H  -2.39  -1.51  -1.50
H  6.88  -0.42  -1.18
H  4.03  5.56  2.13
H  3.13  3.09  -2.98
O  4.99  -6.05  0.79
C  -0.04  6.01  1.94
H  -5.17  -6.55  -3.17
H  0.60  -1.10  9.14
H  5.65  0.53  2.01
H  1.67  7.46  1.99
H  2.38  -3.40  0.42
C  1.64  0.46  0.61
H  -3.31  -0.33  -5.70
H  -4.10  5.80  -5.71
H  3.87  4.19  1.39
H  0.10  0.33  8.36
H  -1.05  1.35  2.20
H  -3.89  4.02  -5.94
H  7.72  -2.80  -1.27
N  0.47  4.87  2.76
H  3.97  -1.88  -2.45
H  6.12  -3.31  -1.94
C  2.31  -2.92  -2.50
H  -2.86  -4.24  -6.07
H  2.11  -0.25  1.28
H  -1.73  -3.94  -4.67
N  3.48  -3.28  2.86
H  -6.00  -2.34  -2.79
H  -5.59  -8.19  -2.68
H  -1.21  -2.80  -1.16
O  -0.42  -0.97  -1.18
O  -1.63  -2.50  -6.07
H  -1.68  0.88  -2.87
C  -4.54  -1.85  -6.57
H  2.02  0.20  -0.38
N  -0.39  5.14  5.41
H  -5.90  -8.30  -0.36
H  1.88  -2.04  -2.02
H  -5.47  -1.87  -7.14
H  2.15  1.37  0.92
C  0.67  2.99  5.90
H  -6.52  -6.66  -2.14
H  7.40  -1.08  1.14
H  7.71  5.44  2.38
H  -1.25  -5.05  -2.32
O  -1.11  2.91  8.49
C  0.10  -0.76  8.23
C  -0.95  4.06  7.66
N  3.53  4.68  2.21
N  -7.32  -0.96  -3.58
H  7.52  -1.20  2.89
C  -4.59  3.06  2.41
H  -1.51  -0.83  0.58
H  -4.64  3.96  3.02
O  6.00  5.72  3.39
H  0.15  -0.04  5.71
C  -3.67  4.88  -5.31
H  5.36  -4.16  0.93
H  -0.12  6.47  -0.12
H  7.74  6.93  3.22
H  -1.64  -5.68  -0.68
H  -0.67  -1.64  5.92
O  -8.16  -3.11  -1.66
C  6.64  -2.61  -1.28
H  -3.93  2.59  4.98
H  -4.08  1.57  0.17
C  -4.21  -5.52  -0.87
H  -3.76  -7.60  -1.17
O  -0.83  4.54  0.17
H  -5.04  2.19  -5.99